# 1
19
Properties=species:S:1:pos:R:3 method="wB97M-V/def2-TZVPD" gap_ev=9.089 charge=0 spin_multiplicity=1 smiles="C=C/C=C/CC.O"
C 0.21 -1.08 -2.63
C 0.04 -1.71 -1.25
C -0.53 -0.67 -0.32
C -0.17 -0.41 0.95
C -0.83 0.44 1.91
C -0.22 0.75 3.08
H 0.90 -0.23 -2.70
H 0.45 -1.80 -3.42
H -0.66 -0.62 -3.12
H -0.65 -2.54 -1.34
H 1.04 -1.98 -0.90
H -1.33 -0.11 -0.82
H 0.78 -0.84 1.27
H -1.76 0.95 1.67
H 0.43 -0.01 3.51
H -0.36 1.73 3.50
H 0.83 1.41 -0.43
H 0.38 2.41 -1.41
O 1.12 2.25 -0.83

# 2
12
Properties=species:S:1:pos:R:3 method="wB97M-V/def2-TZVPD" gap_ev=9.114 charge=0 spin_multiplicity=1 smiles="C=NCC(=O)C=O"
O 1.66 1.09 1.64
C 1.89 0.53 0.60
C 0.85 0.28 -0.48
O 1.14 -0.41 -1.44
N -0.73 -0.54 0.41
C -1.58 -1.31 -0.11
C -0.56 0.81 -0.07
H 2.90 0.19 0.30
H -2.52 -0.95 -0.53
H -1.35 -2.37 -0.17
H -1.25 1.15 -0.86
H -0.45 1.55 0.72

# 3
53
Properties=species:S:1:pos:R:3 method="wB97M-V/def2-TZVPD" gap_ev=8.506 charge=-1 spin_multiplicity=1
Hf 0.97 17.90 21.99
N 3.28 20.59 21.13
O 3.90 20.47 20.17
O 3.33 21.62 21.74
O 2.44 19.72 21.43
N -1.88 19.62 21.42
O -2.33 18.73 22.12
O -2.55 20.41 21.01
O -0.65 19.59 21.19
N -1.44 15.88 20.13
O -2.23 15.35 20.81
O -1.27 15.61 18.99
O -0.72 16.72 20.70
N 2.69 17.45 25.03
O 2.48 17.80 23.87
O 3.20 16.38 25.13
O 2.52 18.23 26.00
N 1.69 14.35 22.93
O 1.15 13.71 23.78
O 2.75 13.90 22.50
O 1.23 15.43 22.52
C 1.59 17.90 18.44
O 1.31 18.05 19.64
N 0.82 17.21 17.56
N 2.61 18.28 17.72
H 1.11 17.23 16.59
H 0.07 16.61 17.87
H 2.69 18.24 16.71
H 3.47 18.67 18.08
C -1.31 16.74 24.62
O -0.55 17.20 23.66
N -2.47 17.24 25.01
N -0.85 15.72 25.34
H -2.87 16.68 25.75
H -3.14 17.76 24.45
H -0.09 15.17 24.97
H -1.33 15.74 26.23
C 0.63 20.55 24.35
O 0.66 19.58 23.58
N 0.08 21.67 24.04
N 1.20 20.64 25.57
H -0.61 21.82 23.31
H 0.36 22.43 24.64
H 1.68 19.85 25.97
H 1.08 21.45 26.16
C 4.31 16.75 20.98
O 3.17 17.10 21.22
N 4.83 15.62 21.25
N 5.10 17.57 20.49
H 4.14 14.92 21.45
H 5.80 15.37 21.31
H 4.74 18.51 20.37
H 6.08 17.46 20.31

# 4
17
Properties=species:S:1:pos:R:3 method="wB97M-V/def2-TZVPD" gap_ev=9.998 charge=0 spin_multiplicity=1 smiles="CCCNC(N)=O"
C 0.59 0.18 0.68
N -0.29 0.65 -0.45
C 0.30 1.24 -1.58
N 0.66 2.51 -1.46
O 0.48 0.62 -2.67
C 0.05 -1.11 1.36
C -1.01 -2.02 0.76
H 1.60 0.26 0.27
H 0.57 0.93 1.45
H -0.89 -0.12 -0.77
H 0.49 3.12 -0.68
H 0.73 2.96 -2.37
H -0.44 -0.91 2.31
H 0.99 -1.64 1.56
H -1.78 -1.36 0.47
H -1.40 -2.90 1.31
H -0.64 -2.39 -0.20

# 5
12
Properties=species:S:1:pos:R:3 method="wB97M-V/def2-TZVPD" gap_ev=8.690 charge=0 spin_multiplicity=1 smiles="Oc1n[nH]c(=S)s1.S"
C 3.86 0.18 -0.06
C 1.92 -1.33 -0.25
N 2.68 0.68 -0.49
N 1.62 -0.14 -0.59
O 1.10 -2.36 -0.24
S 5.23 1.03 0.12
S 3.60 -1.56 0.26
S -1.62 -0.37 0.17
H -2.39 0.68 -0.07
H 2.58 1.65 -0.77
H 0.21 -2.07 -0.51
H -1.48 -0.07 1.46

# 6
59
Properties=species:S:1:pos:R:3 method="wB97M-V/def2-TZVPD" gap_ev="7.562 / 7.520" charge=+1 spin_multiplicity=2 s2=0.7524
Cu 0.11 -1.32 -0.49
N -2.96 -2.94 1.64
C -3.10 -1.70 2.23
C -2.11 -0.92 1.72
N -1.37 -1.66 0.84
C -1.90 -2.87 0.80
C -1.32 -3.90 -0.04
N -0.20 -3.67 -0.68
C 0.08 -4.81 -1.38
C -0.88 -5.74 -1.15
N -1.78 -5.15 -0.29
H -3.55 -3.73 1.80
H -3.89 -1.50 2.93
H -1.89 0.12 1.91
H 0.95 -4.89 -2.00
H -1.02 -6.74 -1.52
H -2.63 -5.57 0.04
N 3.39 -0.81 -2.97
C 2.06 -0.87 -2.89
N 1.73 -1.11 -1.64
C 2.92 -1.15 -0.99
N 3.96 -0.98 -1.76
C 2.88 -1.30 0.47
C 3.99 -1.31 1.30
N 3.87 -1.41 2.61
C 2.63 -1.49 3.10
C 1.51 -1.48 2.28
N 1.64 -1.39 0.96
H 3.96 -0.63 -3.77
H 1.37 -0.75 -3.72
H 4.99 -1.22 0.88
H 2.52 -1.56 4.18
H 0.51 -1.54 2.68
S 2.89 2.02 -0.58
C 2.18 3.50 -0.34
N 1.24 3.95 -1.24
C 0.58 5.12 -1.13
C 0.86 5.93 -0.08
C 1.84 5.46 0.82
N 2.46 4.31 0.72
H 1.04 3.32 -2.01
H -0.14 5.34 -1.90
H 0.37 6.88 0.06
H 2.11 6.06 1.68
O -4.17 1.02 -1.10
C -3.10 1.50 -0.42
C -3.24 2.32 0.69
C -2.13 2.75 1.40
C -0.86 2.35 1.00
C -0.73 1.53 -0.11
C -1.83 1.10 -0.85
C -1.64 0.27 -2.10
O -2.10 0.67 -3.15
O -0.96 -0.83 -1.98
H -4.97 1.47 -0.81
H -4.23 2.62 1.01
H -2.26 3.39 2.26
H 0.02 2.67 1.54
H 0.28 1.27 -0.45